Record 1
C29H61N3O20Zr as an isolated structure. Source: the Open Molecules 2025 dataset; level of theory: the ωB97M-V functional and the def2-TZVPD basis.

Geometry (Å):
Zr 1.94282 0.62093 -1.73675
O 0.67089 1.55627 -0.20637
C -0.21558 0.73332 0.52115
C 0.03790 -0.78765 0.23412
O 0.82367 -1.12046 -0.90620
H -1.21723 0.99350 0.16034
H -0.17580 0.93523 1.59161
H -0.91762 -1.31814 0.20190
H 0.52578 -1.22032 1.11310
C -1.35784 -4.14995 -1.71834
N -2.40223 -4.28706 -2.78774
O -2.94530 -3.25162 -3.11858
O -2.60540 -5.36342 -3.27463
H -1.83776 -3.45834 -1.03758
H -0.60725 -3.60259 -2.29181
H -1.00772 -5.10952 -1.36504
C -4.07161 -2.25255 1.22031
N -3.75464 -3.63934 0.74503
O -3.04916 -4.29450 1.48040
O -4.15147 -3.98565 -0.34045
H -5.02162 -2.31886 1.74227
H -4.12332 -1.56668 0.38030
H -3.28515 -1.91405 1.88757
C -0.28639 3.75609 2.77308
N 0.48923 3.79640 4.06663
O -0.08979 3.52907 5.08867
O 1.66839 4.09414 3.94945
H -1.28590 3.40885 3.01234
H 0.20464 3.12235 2.04988
H -0.26931 4.79254 2.44508
O 3.15665 2.56582 -0.81990
C 3.92994 3.42238 -0.38093
O 3.52908 4.57206 0.08405
C 2.10505 4.83284 0.09177
C 1.81081 6.20454 0.57644
C 5.42377 3.22546 -0.37070
H 1.57147 4.04135 0.61876
H 1.79278 4.69684 -0.95270
H 2.08866 6.33603 1.62350
H 0.71678 6.27060 0.60934
H 2.15755 7.01743 -0.05452
H 5.73036 3.16457 0.67405
H 5.88944 4.09981 -0.81991
H 5.60803 2.29989 -0.90383
O -5.29378 0.64499 0.44631
C -5.56449 1.68697 -0.10293
O -6.71707 2.30909 -0.02809
C -7.73983 1.80904 0.86111
C -8.66104 2.97802 1.15437
C -4.50564 2.44067 -0.84720
H -7.31012 1.44679 1.79315
H -8.25427 1.03719 0.28864
H -9.44608 2.67453 1.84275
H -9.06209 3.39506 0.23111
H -8.08423 3.79002 1.60181
H -3.58541 1.87170 -0.75769
H -4.41973 3.47117 -0.50648
H -4.67611 2.51086 -1.92531
O 3.18604 0.07038 0.29875
C 3.53615 -0.69903 1.18486
O 3.43863 -0.39598 2.45431
C 3.25997 0.99161 2.80133
C 3.49600 1.14058 4.29897
C 4.10328 -2.07439 0.92712
H 2.24911 1.32421 2.55363
H 3.96330 1.60161 2.23259
H 2.71825 0.68229 4.90860
H 3.46829 2.19701 4.56704
H 4.46052 0.70743 4.55678
H 4.78771 -2.33229 1.72861
H 4.55264 -2.03828 -0.06413
H 3.30841 -2.82044 0.85509
O 1.61552 -0.85798 -3.55533
C 1.29843 -1.73997 -4.35296
O 2.01576 -2.79681 -4.58099
C 3.18940 -3.05873 -3.78960
C 2.86477 -3.81019 -2.51575
C -0.04119 -1.76033 -5.03873
H 3.73704 -2.12037 -3.67433
H 3.83705 -3.67243 -4.41523
H 3.81246 -4.02933 -2.02302
H 2.36063 -4.76099 -2.68525
H 2.20148 -3.23963 -1.85974
H -0.86928 -1.96727 -4.36039
H -0.00670 -2.55344 -5.78237
H -0.21396 -0.78454 -5.48942
O -0.17899 0.84450 -2.97533
C -1.36613 1.15486 -2.86229
O -1.80430 2.37933 -2.77856
C -0.86652 3.45081 -2.67823
C -1.60228 4.66762 -2.11816
C -2.44061 0.12660 -2.86741
H -0.36214 3.69745 -3.61337
H -0.07548 3.23235 -1.95584
H -2.01059 4.33117 -1.15944
H -2.42781 4.99032 -2.74751
H -0.95552 5.49913 -1.84737
H -2.82480 0.04881 -3.88644
H -3.23870 0.42253 -2.19162
H -2.05848 -0.83885 -2.54399
O 1.03892 -4.72490 4.32823
C 1.11245 -4.52515 3.14583
O 2.21132 -4.73866 2.42333
C 3.45553 -4.95618 3.12085
C 4.39853 -5.65401 2.18595
C -0.08128 -4.10579 2.31351
H 3.25276 -5.48850 4.04721
H 3.87224 -3.97696 3.38014
H 5.32456 -5.90426 2.69785
H 4.56587 -5.09481 1.26231
H 3.93641 -6.56997 1.80612
H -0.93347 -4.51348 2.84689
H 0.01279 -4.45203 1.28680
H -0.15969 -3.01830 2.29344

Forces on atoms 1 to 2 (eV/Å):
Zr -5.75 -1.98 5.35
O 2.60 -1.72 -2.42

The highest occupied orbital energy comes out at -13.92 eV. Its total charge is +2. The gap between HOMO and LUMO is 0.2374 Eh.



Record 2
A 4-piece molecular cluster, C29H62BClNO12P3 overall. Source: the Open Molecules 2025 dataset; level of theory: the ωB97M-V functional and the def2-TZVPD basis.

Geometry (Å):
C -3.15748 0.40196 7.18445
C -2.14337 -0.71967 7.16625
C -2.39791 -1.92926 7.79555
C -1.45761 -2.94945 7.76555
C -0.24389 -2.78574 7.12346
C 0.80554 -3.87747 7.02273
B 0.77712 -4.49636 5.56015
Cl -0.83290 -4.70868 4.83687
C 2.06840 -4.88087 4.76313
C 1.82425 -5.38622 3.32742
C 1.46560 -4.29235 2.31319
N 2.13986 -3.00946 2.59947
C 0.02463 -1.56742 6.50132
C -0.92089 -0.55772 6.52710
H -2.84161 1.13410 7.93116
H -4.12390 -0.01154 7.46554
H -3.21095 0.91923 6.22805
H -3.33925 -2.09207 8.30705
H -1.67397 -3.90319 8.23317
H 0.59512 -4.67989 7.73628
H 1.77669 -3.43039 7.24087
H 2.71038 -3.99375 4.75168
H 2.63000 -5.65598 5.29575
H 1.07041 -6.17421 3.32961
H 2.74524 -5.86009 2.97519
H 1.81806 -4.61786 1.33317
H 0.38663 -4.11996 2.25378
H 1.71595 -2.64341 3.44538
H 1.90120 -2.35478 1.86227
H 0.96887 -1.42619 5.98682
H -0.66856 0.37035 6.02448
O 0.45145 -0.20169 0.52034
P 0.59200 1.20850 0.08305
O -0.91630 1.72024 -0.23343
C -1.86293 1.81077 0.83358
C -1.53170 2.92980 1.80342
O 1.13553 0.94948 -1.44183
C 1.86592 -0.23186 -1.78270
C 0.98077 -1.19240 -2.54968
O 1.31016 2.63089 0.17694
C 1.59003 3.50338 -0.92966
C 0.37201 4.20337 -1.48616
H -1.92528 0.85237 1.35623
H -2.83194 1.99616 0.36939
H -0.58937 2.73450 2.32251
H -2.31763 3.03116 2.55259
H -1.41895 3.87848 1.27935
H 2.28628 -0.70302 -0.89602
H 2.70571 0.07689 -2.40871
H 0.03692 -1.35550 -2.02998
H 1.47826 -2.15328 -2.68960
H 0.73937 -0.78275 -3.53211
H 2.14242 2.98655 -1.70911
H 2.27284 4.25195 -0.52432
H -0.25649 3.52197 -2.05786
H 0.69200 5.00340 -2.15548
H -0.23294 4.63461 -0.68925
O -7.39584 1.02941 -3.68953
P -7.62798 1.59786 -2.35028
O -8.11249 3.12873 -2.54007
C -9.31770 3.39235 -3.26594
C -10.55794 2.94028 -2.51817
O -6.11346 1.85647 -1.80503
C -5.00730 1.10504 -2.31164
C -4.19448 1.95153 -3.26871
O -8.24066 1.27178 -0.92126
C -7.76495 1.79861 0.32618
C -8.11065 3.25212 0.55411
H -9.26467 2.91650 -4.24822
H -9.34941 4.46983 -3.42330
H -10.57275 1.85401 -2.40054
H -11.45741 3.23549 -3.05890
H -10.58931 3.37269 -1.51847
H -5.34182 0.18427 -2.78695
H -4.38980 0.81977 -1.45650
H -4.83371 2.41458 -4.01988
H -3.43551 1.35068 -3.77153
H -3.69395 2.75832 -2.72999
H -6.69995 1.61892 0.44883
H -8.26032 1.19491 1.08806
H -7.50469 3.91069 -0.06659
H -7.92038 3.50819 1.59745
H -9.15909 3.44649 0.33175
O 6.07076 -0.46840 -2.26980
P 7.13580 -0.05983 -3.25049
O 6.19207 -0.34902 -4.59230
C 5.10522 0.52043 -4.88482
C 5.56801 1.89687 -5.32775
O 7.99533 -1.46416 -3.12370
C 8.16792 -2.12183 -1.86550
C 7.27103 -3.33908 -1.77207
O 8.29318 0.51782 -4.24366
C 9.10091 -0.24152 -5.15911
C 8.37154 -0.71452 -6.39537
H 4.44893 0.59786 -4.01242
H 4.53545 0.04372 -5.68321
H 6.09204 2.41500 -4.51875
H 4.71631 2.50902 -5.62706
H 6.26177 1.82421 -6.16453
H 7.98414 -1.43781 -1.03746
H 9.21527 -2.42631 -1.80648
H 6.24284 -3.08873 -2.03019
H 7.28879 -3.75969 -0.76570
H 7.60126 -4.10740 -2.47305
H 9.59971 -1.06400 -4.65536
H 9.89123 0.44836 -5.46164
H 7.69314 -1.53586 -6.17398
H 9.10176 -1.07113 -7.12444
H 7.79211 0.09092 -6.84447

Forces on atoms 1 to 2 (eV/Å):
C 0.49 -0.31 0.32
C -0.20 0.25 -0.16

The highest occupied orbital energy comes out at -8.57 eV. Its total charge is 0. The gap between HOMO and LUMO is 0.2628 Eh. As for the SMILES: Cc1ccc(CB(Cl)CCCN)cc1.CCOP(=O)(OCC)OCC.CCOP(=O)(OCC)OCC.CCOP(=O)(OCC)OCC.



Record 3
A 10-piece molecular cluster, C29H62ClNO21 overall. Source: the Open Molecules 2025 dataset; level of theory: the ωB97M-V functional and the def2-TZVPD basis.

Geometry (Å):
C 14.36582 15.24123 15.53605
N 13.70802 14.32671 14.53924
C 12.55553 15.02921 13.95385
C 14.68637 14.01041 13.51323
C 13.13800 13.05769 15.11919
C 14.24055 12.16232 15.57603
O 14.88848 12.85927 16.64458
H 14.76228 16.10020 15.04294
H 15.15546 14.63923 16.09697
H 13.60249 15.46045 16.29251
H 12.26990 14.42492 13.08665
H 12.69485 16.12574 13.73396
H 11.69119 14.89988 14.64205
H 14.94274 14.84870 12.82547
H 14.25888 13.22555 12.84731
H 15.58555 13.60510 14.01277
H 12.51881 12.65151 14.33184
H 12.49158 13.47096 15.97312
H 14.93088 11.90292 14.76550
H 13.72888 11.24635 15.91230
H 15.49371 12.25750 17.08863
Cl 14.46689 16.76712 10.96023
O 13.26770 15.99218 11.08741
O 15.52527 15.87312 10.43980
O 14.22652 17.91215 10.17788
O 14.82950 17.16167 12.35045
C 17.96748 12.94168 14.48129
C 17.91258 11.78763 13.68112
C 18.40496 10.58199 14.18913
C 18.78694 10.59149 15.54334
C 18.79299 11.77158 16.34566
C 18.45302 12.97893 15.76794
O 18.53872 14.08109 16.52636
O 18.47126 9.41932 13.48015
H 17.61071 13.83858 14.02202
H 17.44921 11.88124 12.68205
H 19.26221 9.73688 16.02516
H 19.06316 11.72707 17.39579
H 18.13788 14.83751 16.05010
H 18.72101 8.76213 14.15710
C 10.56420 17.03710 12.61467
C 11.54694 18.01440 12.58658
C 11.52640 19.17990 13.33606
C 10.40742 19.44054 14.11146
C 9.36762 18.54358 14.15505
C 9.46129 17.32487 13.41434
O 8.37316 16.42911 13.42547
O 12.60330 19.99557 13.38090
H 10.70797 16.21288 11.91928
H 12.45226 17.86478 11.94649
H 10.23735 20.31567 14.64934
H 8.45879 18.73418 14.73527
H 7.73204 16.69082 14.05421
H 13.37069 19.59303 12.88839
C 15.73030 10.28912 10.29012
C 14.56169 9.76481 11.12039
O 14.95915 9.47802 12.45417
O 16.74901 9.32626 10.07841
H 16.12964 11.21158 10.75083
H 15.32517 10.50135 9.29466
H 14.22202 8.87463 10.66084
H 13.76079 10.52148 11.16385
H 15.68293 10.05196 12.72586
H 17.01951 9.02875 10.96107
C 18.65876 15.16906 10.14663
C 18.89904 14.72942 11.58597
O 17.76300 15.22859 12.32818
O 17.84599 14.14758 9.49024
H 19.62179 15.28946 9.69258
H 18.11950 16.13007 10.17820
H 19.87496 15.14478 11.94451
H 19.02257 13.65590 11.56697
H 16.93409 15.08114 11.78350
H 16.97195 14.47970 9.49218
C 12.33141 13.35802 8.34412
C 13.57033 12.44305 8.36356
O 13.94918 12.25228 6.99327
O 11.81637 13.67240 9.62127
H 11.51311 12.83635 7.90074
H 12.59428 14.28968 7.80548
H 13.26839 11.56099 8.84063
H 14.35704 12.99579 8.91000
H 14.31415 13.07858 6.67544
H 12.44462 14.35757 9.82720
C 17.69847 17.70957 14.91126
C 16.76169 18.33928 15.88733
O 15.39603 18.62062 15.36942
O 17.56632 16.27274 14.94830
H 18.68584 18.00388 15.18289
H 17.49286 18.08063 13.90648
H 17.17729 19.27883 16.22208
H 16.69872 17.81670 16.87239
H 15.25724 18.48316 14.42642
H 17.65887 15.95871 14.06041
C 15.66616 8.47711 19.18159
C 16.05888 9.39131 18.04726
O 15.77728 10.75930 18.24438
O 16.51662 8.59211 20.29793
H 15.50590 7.45556 18.86257
H 14.63262 8.90126 19.40919
H 15.57270 9.12561 17.14793
H 17.08821 9.30299 17.85351
H 16.31959 11.01873 18.98186
H 17.13962 7.86572 20.24568
C 8.58523 12.91903 13.45918
C 9.58977 11.89405 13.15665
O 10.87782 12.45750 12.95827
O 8.31736 13.60603 12.25178
H 8.91220 13.70242 14.17783
H 7.62147 12.44166 13.83223
H 9.25052 11.28011 12.27977
H 9.78846 11.23876 13.96046
H 10.79192 13.04147 12.23814
H 8.25789 14.56624 12.42197

Forces on atoms 1 to 2 (eV/Å):
C 0.43 -1.70 1.92
N 0.07 1.32 0.16

The highest occupied orbital energy comes out at -8.12 eV. Its total charge is 0. The gap between HOMO and LUMO is 0.3045 Eh.



Record 4
C29H63AsF6N6O5PReS3Si as an isolated structure. Source: the Open Molecules 2025 dataset; level of theory: the ωB97M-V functional and the def2-TZVPD basis.

Geometry (Å):
Re 0.63578 -0.54549 -0.65752
C -2.99529 3.10677 -0.76722
C -2.19815 2.11863 -1.59341
C -2.58020 2.17531 -3.06902
C -0.70387 2.34656 -1.42642
O -2.32599 0.81432 -1.06120
Si -3.07505 -0.59859 -1.36118
S -1.28474 -1.81390 -0.87377
O -4.32577 -0.97118 -0.46271
C -4.84233 -1.08085 0.88512
C -5.58322 -2.40237 0.95724
C -5.78151 0.09045 1.10112
C -3.67818 -1.04949 1.86274
O -3.35659 -0.80956 -2.92168
C -4.47329 -1.34985 -3.72168
C -5.72689 -0.52794 -3.45676
C -4.03644 -1.20930 -5.16439
C -4.67409 -2.81006 -3.34746
H -2.80924 4.13729 -1.08617
H -2.72760 3.00670 0.28815
H -4.06126 2.89330 -0.87817
H -2.36015 3.16424 -3.47594
H -3.64644 1.97842 -3.19033
H -2.05594 1.42038 -3.66631
H -0.37854 3.21303 -1.99795
H -0.38122 0.82928 -2.69530
H -0.44209 2.47711 -0.38119
H -6.39163 -2.42168 0.22280
H -6.01590 -2.54067 1.95105
H -4.90496 -3.23535 0.74951
H -6.53679 0.10986 0.31280
H -5.23333 1.03720 1.08646
H -6.29295 -0.00510 2.06125
H -2.98982 -1.86753 1.62212
H -4.04662 -1.17315 2.88399
H -3.14947 -0.09255 1.78073
H -5.56463 0.51948 -3.73083
H -6.00649 -0.57933 -2.40313
H -6.55783 -0.91029 -4.05337
H -3.91382 -0.15707 -5.43233
H -4.79181 -1.64666 -5.82006
H -3.09008 -1.72883 -5.33051
H -5.00306 -2.89842 -2.30772
H -3.73910 -3.36374 -3.47161
H -5.43181 -3.26222 -3.98953
O 3.93290 -1.60119 -3.03258
S 2.59792 -2.10508 -2.85250
N 1.63084 -1.19169 -2.09995
O 0.06525 1.16625 -1.90160
P 2.69969 1.19222 -0.28878
N 2.49327 2.66554 0.48455
C 2.01364 3.83338 -0.31039
C 1.10437 4.63480 0.64327
C 0.73845 3.65141 1.76091
C 2.01276 2.82553 1.88199
N 3.32884 1.68332 -1.73770
C 4.78067 1.98166 -1.81938
C 4.91983 2.63445 -3.18778
C 3.91124 1.85758 -4.04018
C 2.72441 1.65075 -3.09549
N 3.91464 0.55292 0.62613
C 4.83228 1.31903 1.50466
C 5.37773 0.25345 2.43319
C 5.55741 -0.96282 1.50915
C 4.47263 -0.81276 0.41903
H 1.48272 3.50430 -1.20494
H 2.86201 4.43495 -0.63708
H 0.22998 5.03837 0.13014
H 1.66122 5.46920 1.06691
H -0.09436 3.00902 1.47367
H 0.47519 4.15079 2.69377
H 1.87110 1.86515 2.36929
H 2.75156 3.39990 2.45035
H 5.37277 1.06183 -1.77642
H 5.08667 2.63548 -1.00313
H 5.93618 2.56482 -3.56881
H 4.63973 3.68900 -3.13277
H 4.33823 0.89493 -4.32665
H 3.61953 2.39653 -4.93949
H 2.20470 0.71993 -3.28149
H 1.99954 2.46614 -3.20326
H 4.32529 2.12880 2.01442
H 5.65076 1.74220 0.91302
H 4.65787 0.05245 3.22298
H 6.30981 0.56647 2.90010
H 5.45872 -1.91151 2.03510
H 6.54846 -0.93638 1.05808
H 3.69867 -1.56384 0.51947
H 4.90584 -0.91536 -0.57394
F 1.48136 -2.06788 0.36721
As 1.60667 -4.08610 0.43871
F 0.86718 -4.03624 -1.09069
F 3.10099 -3.80285 -0.34138
F 1.71511 -5.75365 0.56404
F 0.08852 -3.94291 1.19604
F 2.35404 -3.72862 1.92448
C -1.94535 -3.37247 4.31628
C -0.54101 -2.82859 4.14974
N -0.58121 -1.61622 3.30056
C 0.40553 -0.99391 2.69430
S -0.10198 0.24494 1.50892
N 1.67739 -1.17948 2.96533
C 2.27526 -1.87835 4.12553
C 2.26764 -0.99897 5.36731
H -1.89595 -4.30302 4.88311
H -2.39639 -3.60301 3.34643
H -2.58922 -2.67693 4.86181
H 0.08336 -3.57196 3.66442
H -0.11999 -2.58405 5.12365
H -1.50361 -1.33324 3.00575
H 2.32631 -0.67931 2.37173
H 3.28622 -2.13611 3.83604
H 1.76388 -2.81248 4.30085
H 2.78231 -0.05275 5.18111
H 2.77523 -1.51023 6.18786
H 1.24518 -0.77464 5.68478

Forces on atoms 1 to 2 (eV/Å):
Re -0.09 -0.50 -0.73
C 0.07 0.08 0.14

The highest occupied orbital energy (alpha / beta) comes out at -13.48 / -13.55 eV. Its total charge is +2. The gap between HOMO and LUMO (alpha / beta) is 0.2081 / 0.2056 Eh. Its spin multiplicity is 3. The expectation value of S² is 2.0656.



| no. | E_tot (eV) | maximum force (hartree/bohr) |
| --- | --- | --- |
| 1 | -77743.159 | 0.1575 |
| 2 | -98207.381 | 0.1796 |
| 3 | -88076.259 | 0.0630 |
| 4 | -179214.896 | 0.0180 |